No. 1
The following is a DFT calculation (ωB97M-V with the def2-TZVPD basis set) of 12 unconnected molecules or ions with the total composition C5H35N2O12.

```
54
Properties=species:S:1:pos:R:3
N -0.83413 1.63553 1.90363
C -1.45200 0.71037 0.83751
C -2.19425 1.47135 -0.25457
C -3.60350 1.84636 0.19811
O -3.80364 2.35812 1.27161
C -0.29083 -0.14799 0.33966
N -0.72909 -1.49706 -0.06746
C 0.39280 -2.45956 -0.33092
H -1.56672 2.13305 2.39905
H -0.27643 1.01151 2.52622
H -0.11568 2.24502 1.45658
H -2.17964 0.16348 1.44410
H -1.63456 2.36229 -0.53555
H -2.36537 0.70196 -1.01509
H -4.32914 1.70636 -0.62717
H 0.16001 0.37408 -0.50046
H 0.53577 -0.24766 1.01674
H -1.11348 -1.37986 -0.99395
H 0.84715 -2.27381 -1.29392
H 1.12025 -2.28139 0.45950
H -0.08607 -3.41891 -0.15835
H 0.93093 -0.01741 4.33052
H 0.13847 -0.99801 3.54450
O 0.68910 -0.15935 3.43208
H -0.63495 -3.83762 -3.00960
H -2.00360 -3.50917 -2.29584
O -1.17961 -3.07863 -2.60787
H 3.18412 -0.07575 0.50936
H 4.00489 0.07014 -0.85289
O 3.14090 0.27866 -0.45492
H 1.06512 2.69585 -4.51433
H 0.60667 1.50301 -3.80814
O 1.34190 2.18375 -3.74743
H 3.29475 -1.45402 2.57851
H 2.40371 -0.17980 2.67231
O 3.24114 -0.52948 2.23783
H 1.82024 -4.05239 2.44441
H 0.71136 -3.02942 2.97259
O 1.62651 -3.30848 3.09015
H -1.07373 -2.06874 1.76249
H -1.86061 -2.50835 3.12308
O -1.01403 -2.33001 2.73469
H -2.32118 -0.50358 -3.99680
H -0.94697 -1.15512 -3.45195
O -1.64400 -0.49649 -3.29328
H 1.27944 3.92752 1.48822
H 1.01771 3.66195 -0.00012
O 0.55459 3.82042 0.86520
H 1.30373 -0.46961 -4.13854
H 1.09580 -1.86222 -4.82190
O 0.76225 -1.29147 -4.10420
H 2.96239 2.32037 -0.82147
H 1.85395 2.49702 -1.87078
O 2.00148 2.50700 -0.91514
```

## Properties
Energy above the lowest of the compared OMol25 structures with the same formula, charge and spin in kJ/mol: 256.8
Net charge: +1
HOMO in eV: -12.48
Energy in eV: -33297.904

No. 2
The following is a DFT calculation (ωB97M-V with the def2-TZVPD basis set) of 12 unconnected molecules or ions with the total composition C5H35NO12.

```
53
Properties=species:S:1:pos:R:3
C -2.24733 -0.37302 -1.06352
N -1.04571 -1.09551 -0.59995
C -0.01362 -0.11421 -0.29434
C 1.22837 -0.17290 -1.26247
C 2.40983 0.66540 -0.97070
O 1.72646 -1.56445 -1.26425
C -3.50294 -1.32959 -1.01436
H -2.52061 0.55640 -0.55389
H -1.95565 -0.07377 -2.04980
H -1.13569 -1.55833 0.30491
H 0.41954 -0.18207 0.69230
H -0.35140 0.97351 -0.42438
H 0.81691 -0.03531 -2.25626
H 2.32412 1.32976 -0.07966
H 2.83352 1.25860 -1.79144
H 3.34563 0.13869 -0.70390
H 1.09785 -2.16718 -0.79731
H -4.36928 -0.83919 -1.42782
H -3.35166 -2.29801 -1.54986
H -3.56399 -1.56957 0.05466
H 4.35762 -0.34918 0.93207
H 3.75134 0.00118 2.24841
O 4.38445 -0.61284 1.85720
H 1.43918 -2.68628 -2.55876
H 0.49006 -2.91713 -3.66594
O 0.86123 -3.44870 -2.94627
H -1.60681 3.23029 1.13153
H -0.48492 3.83383 0.22618
O -1.20052 3.19272 0.25719
H -0.91660 -3.34300 -0.54217
H 0.17991 -4.09489 -1.33899
O -0.21147 -3.99039 -0.45838
H 0.73495 2.28091 2.68854
H 1.92134 3.27652 2.63270
O 1.56234 2.48502 2.22123
H -0.84501 0.19087 2.95498
H -0.65304 1.10240 4.35917
O -0.62451 1.01388 3.39804
H 1.18046 -4.23594 0.60527
H 2.17517 -3.06131 1.03825
O 1.54772 -3.71507 1.35802
H -0.26465 2.15965 -3.22745
H 0.58546 3.42852 -2.84917
O -0.28288 3.11490 -3.09966
H -4.24784 1.53434 1.86779
H -3.16077 2.34003 2.63324
O -3.60942 2.24931 1.78509
H 1.06561 3.83829 -0.41712
H 1.05221 4.76751 -1.77080
O 1.21250 4.69104 -0.83426
H -1.46311 -2.91848 2.54865
H -0.06961 -2.55161 2.10471
O -1.00471 -2.35563 1.91275
```

## Properties
SMILES: CCNC[C@@H](C)O.O.O.O.O.O.O.O.O.O.O.O
Energy above the lowest of the compared OMol25 structures with the same formula, charge and spin in kJ/mol: 359.6
Net charge: 0
HOMO in eV: -9.21
Energy in eV: -31811.985

No. 3
The following is a DFT calculation (ωB97M-V with the def2-TZVPD basis set) of a molecular structure, C5H35O14.

```
54
Properties=species:S:1:pos:R:3
C 0.67064 -2.01056 -1.15951
O 0.16325 -1.76269 -2.54296
C 1.43074 -0.89299 -0.56629
C 0.95001 -0.25996 0.75764
C 2.15010 -0.05335 1.70816
C 2.92041 1.28105 1.20296
O 2.15047 2.47047 1.08611
H -0.16615 -2.30925 -0.46184
H 1.36786 -2.79566 -1.28987
H -0.67110 -1.31729 -2.39948
H 2.55296 -1.19844 -0.46918
H 1.29002 -0.06532 -1.24569
H 0.60804 0.72781 0.60264
H 0.13717 -0.72576 1.29833
H 2.78341 -0.81825 2.04145
H 1.72992 0.48847 2.64449
H 3.41688 1.08097 0.20112
H 3.78500 1.52099 1.84380
H -2.59854 -1.41797 2.05718
H -1.84717 -1.96139 3.18967
O -2.48691 -2.29127 2.59114
H 0.25078 1.56116 2.53389
H 0.70878 2.91430 2.49096
O 0.32985 2.30867 3.14465
H -1.19954 0.17477 0.41605
H -2.44540 0.64522 -0.47048
O -1.79165 0.02074 -0.37427
H -2.48827 -1.42204 -0.07863
H -2.15266 -2.99975 -0.19800
O -2.88356 -2.33776 0.09463
H -0.59432 1.72960 -1.49907
H -1.76737 2.08206 -2.18326
O -1.08060 1.46417 -2.28584
H 1.49475 2.72216 -2.00239
H 2.39214 1.79686 -2.94204
O 2.29379 2.79215 -2.66604
H 3.25172 -3.67327 -0.12572
H 3.27164 -2.24943 0.43187
O 3.86047 -2.92118 0.30531
H -0.23367 3.43246 -0.69061
H 1.55095 2.61812 0.40680
O 0.25584 2.71683 -0.60541
H -3.17305 -0.68254 -2.50540
H -2.00251 -0.10068 -3.36880
O -3.03437 -0.21412 -3.42044
H -2.90011 -2.86672 -1.99891
H -1.71923 -2.46983 -2.78549
O -2.07587 -3.24534 -2.39392
H -1.36701 0.34476 3.60081
H -1.84230 0.96775 2.17722
O -1.69135 0.14728 2.79035
H -1.42264 2.58056 1.85485
H -0.60374 2.39676 0.19777
O -1.52848 2.07667 1.05965
```

## Properties
Energy above the lowest of the compared OMol25 structures with the same formula, charge and spin in kJ/mol: 557.4
Net charge: -1
HOMO in eV: -7.20
Energy in eV: -34415.962

No. 4
The following is a DFT calculation (ωB97M-V with the def2-TZVPD basis set) of 14 unconnected molecules or ions with the total composition C5H36N2O14.

```
57
Properties=species:S:1:pos:R:3
N 1.68491 0.78695 -0.56669
C 2.27363 -0.38286 -1.29721
C 1.05215 -1.45261 -1.36678
C -0.21418 -0.85629 -0.77710
C 0.17099 0.65939 -0.69669
C -0.31775 1.36324 0.50094
N 0.06204 1.01455 1.75285
O -1.04196 2.38095 0.41611
H 2.14629 1.60621 -0.92033
H 3.20085 -0.83503 -0.90771
H 2.40978 -0.32189 -2.42881
H 1.29867 -2.30795 -0.76019
H 0.84832 -1.92623 -2.38053
H -1.18323 -0.96869 -1.37411
H -0.63765 -1.18346 0.23670
H -0.19649 1.12102 -1.70691
H 0.58730 0.12634 1.85715
H -0.26794 1.42889 2.57891
H -1.19767 -1.71481 -2.98737
H -1.07518 -1.37130 -4.48070
O -0.63600 -1.75999 -3.74450
H -0.26721 -2.65266 3.03768
H -0.89175 -3.25381 1.76663
O -0.53832 -2.41627 2.09139
H 3.08322 3.95258 -2.25535
H 1.71380 4.31400 -2.13121
O 2.20800 3.52531 -2.47014
H 3.34685 1.17396 1.30559
H 4.85804 1.03710 1.61462
O 4.18483 1.66080 1.46186
H -3.07697 2.65852 -0.13138
H -4.49484 3.12398 0.10591
O -4.02011 2.47130 -0.37909
H -2.00173 -4.87621 -1.14515
H -2.76708 -3.75145 -0.59210
O -1.87276 -4.07485 -0.65395
H 1.70510 -1.82979 -3.81588
H 2.77213 -2.90043 -3.75091
O 2.65545 -1.94645 -3.74150
H 0.07413 3.70889 -0.00049
H 1.18778 4.63738 0.64337
O 0.90812 4.22349 -0.16288
H -3.22440 0.82386 -1.76278
H -3.96899 -0.34982 -1.20070
O -3.26348 -0.15501 -1.82070
H 2.78676 -0.35937 2.37038
H 2.12813 -1.40308 1.56792
O 2.17251 -1.05948 2.51970
H -3.36438 1.33818 3.67556
H -2.52244 1.57425 2.29873
O -2.75319 0.99098 3.05227
H -2.95672 -1.40041 2.11623
H -2.58779 -1.20400 0.64120
O -3.28050 -1.52308 1.22388
H 0.69820 -0.77575 5.17764
H 1.69314 -0.31820 4.08907
O 0.70960 -0.37086 4.30757
```

## Properties
Energy above the lowest of the compared OMol25 structures with the same formula, charge and spin in kJ/mol: 272.3
Net charge: 0
HOMO in eV: -8.88
Energy in eV: -37413.541

No. 5
The following is a DFT calculation (ωB97M-V with the def2-TZVPD basis set) of 15 unconnected molecules or ions with the total composition C5H36O16.

```
57
Properties=species:S:1:pos:R:3
O 1.51664 1.21648 5.19940
C 1.93594 0.75276 4.17793
C 1.70194 -0.67715 3.78009
C 1.82065 -1.07224 2.30611
C 0.58223 -1.12201 1.39985
C -0.78498 -0.65493 1.94422
O -1.81646 -0.69704 1.27871
H 2.50232 1.36723 3.43841
H 2.38773 -1.29040 4.33848
H 0.83433 -1.02304 4.35311
H 2.66393 -0.49848 1.92219
H 2.25835 -2.02756 2.29574
H 0.51574 -0.65141 0.38348
H 0.33164 -2.13900 1.20705
H -0.73852 -0.45090 3.03941
H 5.09374 1.54673 -0.66632
H 4.35296 0.23081 -0.48589
O 4.25495 1.15659 -0.64471
H 0.84606 4.91109 1.69270
H 0.14915 3.97545 2.71250
O 1.08389 4.34127 2.48559
H 0.38994 -4.29831 1.82631
H 0.25480 -3.31949 3.02326
O -0.14052 -4.02539 2.59603
H -4.54436 0.03870 -0.31499
H -3.62837 -0.42903 0.71810
O -3.91032 0.42027 0.31666
H -1.29961 -1.96873 -2.27105
H -0.81175 -1.31142 -3.62218
O -1.37800 -2.07693 -3.24363
H -0.07243 0.82494 -4.99383
H -1.56023 0.21636 -4.81139
O -0.61083 -0.09823 -5.14352
H -1.12383 2.20445 1.77089
H 0.17680 1.82395 2.65304
O -0.69772 2.16175 2.68073
H -3.41001 3.55754 0.22388
H -3.33547 2.12356 0.42054
O -2.93267 2.79409 -0.07933
H 2.98352 -1.89714 -2.09925
H 4.26888 -2.58388 -2.36473
O 3.84432 -1.99160 -1.75176
H 2.45155 1.88205 -0.61776
H 2.42714 2.33898 0.80201
O 1.81737 2.02890 0.10190
H -2.72313 2.06567 -1.62014
H -2.47972 0.58046 -1.97109
O -2.53740 1.52029 -2.38542
H -1.26951 3.33220 -4.63049
H -1.36998 2.41601 -3.37554
O -0.94743 2.50137 -4.24709
H 0.87644 -3.89260 -2.56172
H -0.36932 -3.99580 -3.33660
O 0.31162 -4.52716 -2.90709
H -3.72348 -1.46998 -2.20857
H -2.78825 -2.36522 -1.40375
O -3.63026 -1.77489 -1.33048
```

## Properties
Energy above the lowest of the compared OMol25 structures with the same formula, charge and spin in kJ/mol: 464.6
Net charge: 0
HOMO in eV: -10.23
Energy in eV: -38527.014

No. 6
The following is a DFT calculation (ωB97M-V with the def2-TZVPD basis set) of 13 unconnected molecules or ions with the total composition C5H37N2O13.

```
57
Properties=species:S:1:pos:R:3
C -0.92157 0.68732 0.59570
N 0.58995 0.70663 0.54487
C 1.10298 2.13926 0.77242
C -1.65907 -0.54600 -0.03237
C -2.26177 -0.19025 -1.39083
N -0.69871 -1.68743 -0.12289
C -1.11628 -2.91250 -0.90072
O -1.34321 -2.76907 -2.26686
H -1.51190 1.44390 0.11379
H -1.07238 0.80645 1.67904
H 0.78954 0.54949 -0.44097
H 0.72577 2.50526 1.73536
H 0.70406 2.82420 0.01810
H 2.20855 1.91707 0.62093
H -2.43529 -0.75843 0.74120
H -2.42490 -1.03242 -2.03705
H -1.53325 0.41060 -1.91384
H -3.14535 0.42087 -1.27802
H 0.05903 -1.36335 -0.72786
H -2.02133 -3.45526 -0.60079
H -0.28719 -3.58341 -0.71395
H 1.62296 -2.47855 0.23061
H 1.01410 -1.49811 1.14359
O 1.47394 -2.35579 1.17817
H 3.73411 1.46462 -0.91758
H 2.43247 1.89286 -1.50045
O 3.17161 2.25937 -0.96798
H 0.87481 1.38805 -3.31417
H -0.34126 0.75561 -3.69498
O 0.12877 1.59199 -3.91712
H -1.52620 -3.73289 1.83421
H -2.32622 -2.74580 1.06692
O -2.39308 -3.29424 1.85730
H 3.14383 -0.89271 1.12939
H 2.57769 0.08374 0.19748
O 3.48200 -0.14675 0.52719
H 1.72860 0.46257 2.51061
H 3.09287 -0.16738 2.83509
O 2.14720 -0.32995 2.86805
H -2.57041 3.01066 1.06239
H -2.02768 3.07241 2.45588
O -2.82178 3.30241 1.94783
H -0.06173 2.17753 2.76674
H -0.40702 1.35063 4.08347
O -0.40863 2.22102 3.67310
H -0.49677 -2.17461 -2.73760
H 2.65487 -0.32618 -2.19137
O 1.85991 0.21986 -2.13251
H -1.19607 2.36983 -2.86784
H -0.40110 3.27824 -1.93916
O -1.29756 2.98397 -2.10612
H 0.01233 -2.00264 3.23621
H -1.44040 -2.59049 3.13789
O -0.73392 -2.30924 3.76094
H 1.01055 -0.44232 -2.25326
H 0.42178 -1.44852 -4.09248
O 0.11775 -1.06214 -3.26564
```

## Properties
Energy above the lowest of the compared OMol25 structures with the same formula, charge and spin in kJ/mol: 487.0
Net charge: -1
HOMO in eV: -6.43
Energy in eV: -35383.009

No. 7
The following is a DFT calculation (ωB97M-V with the def2-TZVPD basis set) of 13 unconnected molecules or ions with the total composition C5H37N2O13.

```
57
Properties=species:S:1:pos:R:3
O -0.26926 1.37117 1.59035
C -0.21053 0.87024 0.45104
N -1.44175 0.35761 -0.10582
C -1.57502 -0.31645 -1.41070
C 1.08821 0.79590 -0.30430
N 2.21678 0.15506 0.57731
C 3.45640 -0.22691 -0.41136
C 1.65397 2.18712 -0.52983
H -2.15873 0.21841 0.55391
H -0.54328 -0.46329 -1.81456
H -2.29224 0.20270 -2.03192
H -1.98763 -1.37981 -1.15636
H 1.13343 0.00639 -1.03969
H 1.92849 -0.65771 1.00147
H 2.57117 0.80913 1.36224
H 3.22434 -1.14916 -1.00087
H 4.29229 -0.18058 0.23626
H 3.54062 0.47344 -1.20227
H 2.44059 2.48333 0.23459
H 2.21109 2.30576 -1.57666
H 0.83257 2.84681 -0.41204
H -1.39004 -3.59962 -0.73851
H -2.78071 -3.98258 -0.86029
O -2.14051 -3.70693 -0.23569
H -0.28323 -1.59364 1.96546
H -0.34083 -1.59596 0.41032
O 0.22393 -1.54165 1.19555
H -4.61278 2.75074 -0.27567
H -3.24595 2.20346 0.20622
O -3.98892 2.05823 -0.24603
H 0.39169 -2.30976 -2.69190
H 1.32795 -2.79931 -1.42702
O 0.51458 -2.35496 -1.69458
H -2.30229 2.43583 -1.59351
H -2.93344 2.81938 -2.88561
O -2.33947 2.26184 -2.54107
H 3.81842 -0.87524 2.97008
H 3.24211 -2.31959 2.57941
O 3.31733 -1.42918 2.32516
H -0.52261 -1.85595 -4.61307
H 0.54804 -0.69167 -4.15000
O 0.42527 -1.69607 -4.11706
H 1.09302 1.52865 2.92399
H 1.57575 2.66070 2.22965
O 1.94157 1.85152 2.61249
H -2.60358 2.35370 2.50396
H -1.83404 3.49758 1.95735
O -2.46909 2.93958 1.65881
H -0.37121 -0.89031 3.79841
H 1.03180 -1.39455 4.17264
O 0.34443 -0.63785 4.32333
H 0.22510 1.96271 -4.20940
H -0.85660 1.43249 -3.33838
O -0.04740 1.19356 -3.67551
H -2.03124 -3.21941 2.15006
H -1.57828 -3.35726 3.52980
O -1.46027 -2.80761 2.76982
```

## Properties
Energy above the lowest of the compared OMol25 structures with the same formula, charge and spin in kJ/mol: 553.7
Net charge: +1
HOMO in eV: -12.40
Energy in eV: -35375.543

No. 8
The following is a DFT calculation (ωB97M-V with the def2-TZVPD basis set) of 13 unconnected molecules or ions with the total composition C5H37NO13S.

```
57
Properties=species:S:1:pos:R:3
C -0.55948 0.62549 0.36809
N 0.01491 1.13483 -0.91200
C -0.56558 0.39064 -1.93373
O -1.45958 1.20753 -2.80005
C -1.21608 1.83376 1.09975
C -0.47190 2.32329 2.23206
C -1.03546 2.19627 3.68044
S -1.94954 0.62078 3.87886
H -1.24349 -0.21772 0.20552
H 0.27860 0.23640 0.99109
H -0.01259 2.10456 -0.99363
H 0.30285 0.02490 -2.58556
H -1.11763 -0.59519 -1.64084
H -2.40427 1.35860 -2.33760
H -1.35603 2.73390 0.44963
H -2.26644 1.50992 1.39596
H 0.58375 1.83746 2.27636
H -0.14376 3.36315 2.05511
H -0.27642 2.20704 4.44759
H -1.66087 3.05044 3.73061
H -1.02928 -0.22820 3.58298
H 3.97936 -1.58129 -2.90275
H 4.28817 -0.58349 -1.73226
O 4.10077 -1.39519 -1.99242
H 2.46275 0.31880 -1.16329
H 2.94031 1.85586 -1.29969
O 3.12639 0.98067 -0.95734
H 3.04058 1.71606 0.72358
H 2.55368 0.32996 1.33391
O 2.73384 1.32855 1.60075
H 3.70286 -2.42850 -0.38559
H 4.19957 -2.83099 0.99828
O 3.62976 -3.22904 0.26593
H -2.48909 4.49088 -0.94243
H -2.87835 3.13443 -1.32769
O -2.24387 3.72906 -1.25662
H 1.96494 -3.42589 1.21169
H 0.91292 -4.46781 1.85710
O 1.08065 -3.85733 1.04869
H -1.56628 -2.76492 -1.18280
H -2.35225 -3.77979 -1.80122
O -1.53248 -3.25055 -1.98338
H 0.60294 -2.53577 -2.31053
H 1.64324 -2.75174 -1.27426
O 1.41356 -2.11923 -2.03555
H -2.76214 -2.56307 0.77919
H -2.13051 -3.84558 1.36987
O -2.38670 -3.47715 0.55703
H 0.20782 2.58601 -3.08223
H 1.57455 3.27440 -3.59787
O 0.97534 3.22141 -2.88482
H 0.06049 -2.39127 1.16694
H -0.65459 -2.53410 2.64178
O -0.45012 -1.86240 1.86972
H -3.34296 0.97151 0.00744
H -4.71821 0.60138 -0.21530
O -4.09868 1.41822 -0.29449
```

## Properties
Energy above the lowest of the compared OMol25 structures with the same formula, charge and spin in kJ/mol: 438.0
Net charge: -1
HOMO (spin up / spin down) in eV: -0.10 / -6.03
Multiplicity: 2
Energy in eV: -44724.241